# 1
{"formula": "C36H40BrF4N8NiO6PSe", "method": "ωB97M-V/def2-TZVPD", "homo_lumo_gap_ev": [6.6293, 6.8091], "fmax_ev_per_a": 1.96, "charge": 0, "e_homo_ev": [-7.6, -7.7], "species": ["Ni", "F", "C", "C", "F", "C", "F", "C", "P", "C", "C", "C", "C", "C", "C", "C", "C", "C", "C", "C", "C", "C", "Br", "C", "F", "H", "H", "H", "H", "H", "H", "H", "H", "H", "H", "C", "N", "C", "N", "C", "N", "C", "N", "C", "C", "H", "H", "H", "H", "H", "H", "H", "H", "H", "H", "H", "H", "C", "N", "C", "C", "C", "N", "C", "C", "O", "H", "H", "H", "H", "H", "H", "H", "H", "H", "H", "H", "H", "O", "Se", "O", "O", "O", "N", "C", "O", "C", "C", "C", "N", "C", "C", "H", "H", "H", "H", "H", "H"], "xyz": [[-0.42002, -0.01057, -0.09356], [5.25301, 1.13764, 4.58268], [4.37066, 0.48073, 3.83920], [3.98084, -0.79882, 4.17996], [4.50948, -1.38041, 5.25131], [3.06220, -1.47464, 3.39319], [2.82800, -2.73877, 3.77627], [2.46858, -0.91709, 2.26529], [1.12542, -1.78217, 1.06833], [2.45170, -2.61310, 0.14664], [2.62987, -2.30670, -1.19806], [3.66878, -2.88053, -1.91339], [4.52715, -3.77486, -1.29419], [4.34791, -4.09066, 0.04560], [3.32308, -3.50267, 0.76826], [0.38860, -2.79402, 2.38442], [0.18542, -4.16248, 2.24906], [-0.41385, -4.88024, 3.27653], [-0.82289, -4.24241, 4.43694], [-0.62371, -2.87405, 4.57683], [-0.01903, -2.16067, 3.55965], [2.92833, 0.34991, 1.93440], [2.38293, 1.19990, 0.33535], [3.84907, 1.05010, 2.69507], [4.26153, 2.27078, 2.34667], [1.93639, -1.64263, -1.69904], [3.79285, -2.64344, -2.96225], [5.33105, -4.23317, -1.85617], [5.00332, -4.80368, 0.52922], [3.18384, -3.76612, 1.80899], [0.49298, -4.67328, 1.34452], [-0.55972, -5.94636, 3.15948], [-1.28859, -4.80846, 5.23412], [-0.93329, -2.36356, 5.48125], [0.15075, -1.10031, 3.69097], [-1.25294, -0.09177, -3.11064], [-1.88916, 0.21894, -1.79793], [-3.00744, -0.74059, -1.58003], [-3.97616, -0.70578, -2.66520], [-3.27726, -1.02267, -3.91721], [-2.21698, -0.04706, -4.20207], [-2.80696, 1.28590, -4.25435], [-3.48065, 1.64260, -2.99902], [-2.49937, 1.56331, -1.92302], [-4.52488, 0.64178, -2.75485], [-0.80790, -1.08146, -3.05485], [-0.47864, 0.65991, -3.29524], [-3.50673, -0.46247, -0.64818], [-2.61289, -1.74707, -1.48779], [-3.99823, -1.01156, -4.73747], [-2.83261, -2.01297, -3.83210], [-3.53446, 1.32698, -5.06731], [-2.01934, 2.01840, -4.45220], [-2.97482, 1.82228, -0.97335], [-1.70786, 2.28466, -2.13742], [-5.25031, 0.68385, -3.56975], [-5.03595, 0.88352, -1.81921], [-2.30704, 3.78766, 1.30371], [-1.51943, 4.17948, 0.15146], [-1.60905, 5.58068, -0.23203], [-1.24236, 5.75701, -1.68835], [0.09485, 5.09426, -1.93351], [0.04883, 3.70208, -1.50852], [0.95501, 2.80050, -2.19308], [-0.65527, 3.29006, -0.41345], [-0.56312, 2.13392, 0.03289], [-3.32823, 4.15199, 1.18048], [-1.89923, 4.20554, 2.22958], [-2.32719, 2.70740, 1.37993], [-0.96016, 6.19053, 0.40833], [-2.63522, 5.90433, -0.05339], [-1.19470, 6.81635, -1.93980], [-2.00261, 5.29124, -2.31913], [0.89471, 5.62726, -1.40548], [0.34489, 5.10607, -2.99442], [0.84063, 2.93256, -3.27051], [0.71298, 1.77136, -1.94653], [1.99830, 2.99691, -1.93286], [-2.13364, -3.80015, -0.29026], [-0.70502, -3.60712, -1.01751], [-0.79915, -3.15749, -2.56146], [-0.11289, -2.07152, -0.18509], [0.40950, -4.71655, -0.70115], [-5.20051, -1.57394, 4.96982], [-4.16991, -0.69773, 5.03164], [-3.92920, -0.03444, 6.02176], [-3.31606, -0.57325, 3.79412], [-2.44585, 0.50763, 3.72446], [-1.62632, 0.63172, 2.62115], [-1.62466, -0.24954, 1.61576], [-2.44116, -1.30447, 1.69345], [-3.30650, -1.49310, 2.75944], [-5.76681, -1.69147, 5.79190], [-5.42031, -2.09860, 4.14574], [-2.41224, 1.22008, 4.53678], [-0.92473, 1.45184, 2.52633], [-2.37312, -2.04351, 0.90361], [-3.91152, -2.38983, 2.76479]]}

***

# 2
{"formula": "C36H40BrN9O8PS2V", "method": "ωB97M-V/def2-TZVPD", "homo_lumo_gap_ev": [5.3201, 6.5292], "s2": 3.77, "fmax_ev_per_a": 2.26, "spin_multiplicity": 4, "charge": -1, "e_homo_ev": [-3.5, -4.7], "species": ["V", "C", "N", "C", "C", "N", "C", "P", "C", "N", "C", "C", "N", "C", "C", "N", "C", "C", "N", "C", "H", "H", "H", "H", "H", "H", "H", "H", "H", "H", "H", "H", "H", "H", "H", "C", "C", "C", "C", "C", "C", "C", "S", "O", "O", "N", "C", "C", "O", "O", "H", "H", "H", "H", "H", "H", "H", "H", "H", "Br", "C", "C", "C", "N", "C", "C", "H", "H", "H", "H", "C", "C", "C", "C", "C", "C", "C", "S", "O", "O", "N", "C", "C", "C", "O", "O", "H", "H", "H", "H", "H", "H", "H", "H", "H", "H", "H", "H"], "xyz": [[-0.58414, 0.05241, -0.37754], [-0.29354, -1.27298, 4.94148], [-0.49756, -0.39841, 3.79630], [-0.32659, 0.95961, 3.77378], [-0.46869, 1.35214, 2.47546], [-0.72541, 0.25292, 1.70394], [-0.72402, -0.78932, 2.51628], [-1.05428, -2.47579, 1.91770], [0.26363, -2.56108, 0.66743], [0.46252, -1.66571, -0.28987], [1.49721, -2.13776, -1.04940], [1.92526, -3.32795, -0.54581], [1.13727, -3.59771, 0.53804], [1.33311, -4.66999, 1.49939], [-2.35450, -1.97817, 0.72749], [-2.16972, -1.11516, -0.27089], [-3.32255, -1.12488, -1.01628], [-4.20396, -2.01039, -0.47374], [-3.58799, -2.55181, 0.62405], [-4.15678, -3.51169, 1.54998], [-0.35871, -0.68351, 5.85190], [-1.05549, -2.05089, 4.95141], [0.68970, -1.73452, 4.87122], [-0.04558, 1.51036, 4.65531], [-0.40264, 2.33862, 2.04623], [1.88772, -1.57743, -1.88268], [2.71735, -3.99228, -0.84843], [1.94367, -5.44692, 1.04617], [1.82554, -4.27156, 2.38602], [0.37155, -5.08841, 1.79076], [-3.44470, -0.48396, -1.87364], [-5.20187, -2.29105, -0.76773], [-5.17597, -3.73500, 1.24857], [-3.57566, -4.43358, 1.55515], [-4.16779, -3.10825, 2.56132], [9.02018, -2.00298, 2.46473], [7.54262, -1.72415, 2.58082], [7.07178, -0.59929, 3.24558], [5.70578, -0.36672, 3.37595], [4.79511, -1.26085, 2.83393], [5.25395, -2.37803, 2.14680], [6.61378, -2.60936, 2.03099], [3.03526, -0.88618, 2.86700], [2.93358, 0.19366, 3.83828], [2.39142, -2.13775, 3.29233], [2.64228, -0.60969, 1.40646], [3.09199, 0.64564, 0.79717], [1.95130, 1.65680, 0.49172], [2.05306, 2.79755, 0.94607], [0.96116, 1.24518, -0.23980], [9.60688, -1.10026, 2.63683], [9.26915, -2.39342, 1.47635], [9.32797, -2.75156, 3.20009], [7.77744, 0.10847, 3.66903], [5.32479, 0.50496, 3.89390], [4.52683, -3.04779, 1.69808], [6.96942, -3.48613, 1.49721], [3.54769, 0.41623, -0.17614], [3.82467, 1.18268, 1.40608], [0.42783, -0.27695, -6.94251], [0.06602, -0.18600, -5.08635], [0.35187, 0.96025, -4.36765], [0.07562, 0.97446, -3.01239], [-0.44608, -0.07663, -2.34720], [-0.72915, -1.17121, -3.07989], [-0.49702, -1.27062, -4.43690], [0.77760, 1.83160, -4.84345], [0.25814, 1.86066, -2.41822], [-1.15101, -2.01230, -2.54736], [-0.74325, -2.17689, -4.97226], [0.44383, 5.40268, 4.18538], [-0.21471, 5.86988, 2.91246], [0.28061, 5.45284, 1.67695], [-0.34703, 5.83245, 0.50286], [-1.48899, 6.62148, 0.56446], [-1.98841, 7.06139, 1.78149], [-1.34160, 6.68890, 2.95115], [-2.36628, 7.04255, -0.92062], [-1.48087, 7.79888, -1.76155], [-3.61990, 7.62998, -0.51943], [-2.70524, 5.65070, -1.71498], [-3.67329, 4.71368, -1.10193], [-3.07148, 3.69178, -0.12391], [-1.97269, 2.80848, -0.74580], [-1.13950, 3.32933, -1.51210], [-2.02219, 1.58156, -0.39648], [1.51891, 5.28662, 4.04532], [0.04469, 4.42645, 4.47580], [0.26194, 6.09932, 5.00495], [1.14416, 4.79796, 1.61745], [0.03056, 5.47603, -0.44743], [-2.88259, 7.67172, 1.79096], [-1.72386, 7.02787, 3.90829], [-1.84663, 5.13409, -1.94796], [-4.16193, 4.17555, -1.91635], [-4.42778, 5.32552, -0.60922], [-3.84956, 3.02688, 0.24795], [-2.64298, 4.21573, 0.73190]]}

***

# 3
{"formula": "C36H40CdN4OS3", "method": "ωB97M-V/def2-TZVPD", "homo_lumo_gap_ev": 5.3807, "relative_energy_ev": 0.938, "fmax_ev_per_a": 1.96, "charge": -2, "e_homo_ev": -1.1, "species": ["Cd", "C", "C", "N", "N", "C", "S", "S", "C", "C", "C", "C", "C", "C", "C", "C", "C", "C", "C", "C", "C", "O", "H", "H", "H", "H", "H", "H", "H", "H", "H", "H", "H", "H", "H", "H", "C", "C", "C", "C", "C", "C", "C", "C", "C", "C", "H", "H", "H", "H", "H", "H", "H", "H", "H", "H", "H", "H", "H", "H", "H", "C", "C", "C", "C", "C", "C", "C", "C", "H", "H", "H", "H", "H", "C", "N", "C", "N", "S", "H", "H", "H", "H", "H", "H"], "xyz": [[-0.84995, 0.39886, 1.00284], [0.38448, -0.24336, -3.75488], [0.11833, 0.39382, -2.43934], [-0.38814, -0.28321, -1.48394], [-0.60595, -1.62964, -1.68177], [-1.62000, -2.11700, -1.06499], [-2.81952, -1.29926, -0.10689], [-1.75655, -3.92943, -1.28771], [-3.46438, -4.03213, -1.97822], [-3.60911, -3.42655, -3.33595], [-3.81277, -2.04466, -3.53051], [-3.76563, -1.42846, -4.78891], [-3.71850, -2.26537, -5.91482], [-3.70330, -3.65293, -5.78467], [-3.60234, -4.24838, -4.49900], [0.42476, 1.80280, -2.25288], [1.16714, 2.44195, -3.26213], [1.46476, 3.78033, -3.24870], [0.89669, 4.65354, -2.27815], [0.04237, 4.08014, -1.34771], [-0.10864, 2.64845, -1.19350], [-0.64953, 2.23142, -0.14075], [0.07383, -1.28883, -3.73390], [1.48667, -0.20887, -3.80867], [-0.04042, 0.30073, -4.58939], [-4.03892, -3.49540, -1.21925], [-3.67882, -5.13265, -2.05528], [-3.84593, -1.38409, -2.65019], [-3.77494, -0.32728, -4.92257], [-3.61037, -1.85414, -6.91999], [-3.65119, -4.33282, -6.64128], [-3.31612, -5.28798, -4.41574], [1.51738, 1.86006, -4.10931], [2.16763, 4.15943, -3.97930], [1.07498, 5.72002, -2.35319], [-0.44270, 4.61150, -0.54874], [-1.06078, 2.83449, 3.21918], [-0.92756, 1.51637, 3.57920], [-2.03447, 0.75339, 3.08636], [-2.86802, 1.72462, 2.32221], [-2.26191, 2.96812, 2.44350], [-2.56010, 4.24004, 1.73334], [-4.15483, 1.37517, 1.63896], [-2.41557, -0.65785, 3.50310], [0.16846, 1.00348, 4.46769], [-0.08824, 3.90989, 3.51688], [-1.81441, 4.47563, 0.94669], [-2.56214, 5.09791, 2.40348], [-3.52435, 4.13399, 1.26910], [-4.08569, 1.66295, 0.60048], [-4.99812, 1.95431, 2.06518], [-4.31851, 0.30742, 1.75189], [-2.03409, -0.96456, 4.48078], [-2.12888, -1.46192, 2.79065], [-3.50001, -0.84175, 3.47907], [1.14833, 1.42897, 4.21059], [0.21403, -0.06430, 4.37407], [-0.00506, 1.25137, 5.50667], [0.23100, 4.47584, 2.67064], [0.88393, 3.53591, 3.94361], [-0.51695, 4.56581, 4.27333], [1.04776, -0.95961, 1.33790], [1.95150, -1.77876, 1.24562], [2.83665, -2.88059, 1.06362], [4.19314, -2.78074, 0.66853], [5.01965, -3.89635, 0.63854], [4.53718, -5.10900, 1.10507], [3.22604, -5.26169, 1.43508], [2.34558, -4.16621, 1.38664], [4.52425, -1.77391, 0.42642], [6.03847, -3.78002, 0.29198], [5.14863, -6.00024, 1.05800], [2.86111, -6.22432, 1.70850], [1.33720, -4.24113, 1.73557], [5.84348, 0.67056, 1.99702], [4.85440, 1.67891, 2.31901], [3.80691, 2.04546, 1.51035], [3.31068, 1.08443, 0.69608], [3.25201, 3.65792, 1.58662], [6.67477, 0.73509, 2.72051], [6.27812, 0.83868, 0.97124], [5.39424, -0.32747, 2.04559], [5.15085, 2.46949, 2.88455], [3.07548, 0.19487, 1.15982], [2.56059, 1.40874, 0.05045]]}

***

# 4
{"formula": "C36H40CsN7O", "method": "ωB97M-V/def2-TZVPD", "homo_lumo_gap_ev": 5.0455, "relative_energy_ev": 0.000, "fmax_ev_per_a": 0.41, "charge": 0, "e_homo_ev": -5.0, "species": ["Cs", "C", "C", "C", "C", "C", "C", "C", "N", "N", "C", "C", "C", "C", "C", "C", "N", "C", "C", "C", "C", "C", "C", "N", "H", "H", "H", "H", "H", "H", "H", "H", "H", "H", "H", "H", "H", "H", "H", "H", "H", "H", "H", "H", "C", "C", "C", "C", "C", "C", "N", "H", "H", "H", "H", "H", "H", "H", "H", "C", "N", "N", "C", "O", "C", "C", "C", "C", "C", "C", "C", "C", "C", "H", "H", "H", "H", "H", "H", "H", "H", "H", "H", "H", "H"], "xyz": [[-0.85926, 1.06472, 0.15495], [2.85622, 2.15462, -0.83746], [2.50652, 0.86996, -1.60590], [1.89094, 1.12952, -2.95485], [2.56214, 1.84396, -3.94325], [1.92352, 2.09366, -5.14534], [0.63226, 1.62493, -5.32639], [0.04112, 0.91971, -4.29032], [0.64914, 0.66895, -3.13146], [2.48566, 2.06675, 0.56759], [3.16217, 1.00288, 1.27143], [2.49785, 0.56472, 2.56211], [3.26947, -0.09099, 3.51931], [2.65789, -0.59484, 4.65440], [1.29354, -0.41891, 4.81447], [0.61337, 0.27663, 3.82703], [1.19162, 0.76100, 2.73085], [2.60536, 3.33337, 1.27120], [1.72888, 4.40219, 0.66579], [2.25475, 5.60698, 0.22132], [1.39943, 6.55302, -0.32358], [0.05129, 6.26346, -0.41211], [-0.38660, 5.02836, 0.05189], [0.42641, 4.11893, 0.58173], [2.29335, 2.98549, -1.26597], [3.92543, 2.40391, -0.96348], [1.75872, 0.31718, -1.03645], [3.37791, 0.21635, -1.69255], [3.56961, 2.19862, -3.76276], [2.42390, 2.64923, -5.92837], [0.08836, 1.80266, -6.24383], [-0.97152, 0.54284, -4.38709], [4.21285, 1.25782, 1.50107], [3.20057, 0.12399, 0.62383], [4.33587, -0.20887, 3.37023], [3.24454, -1.11264, 5.40318], [0.76687, -0.79623, 5.68020], [-0.45478, 0.44803, 3.91694], [3.64967, 3.68625, 1.30590], [2.27709, 3.16283, 2.29866], [3.31796, 5.79431, 0.30195], [1.78603, 7.50124, -0.67597], [-0.65721, 6.96616, -0.82849], [-1.43708, 4.76416, 0.00459], [-4.12444, 4.10011, 0.04221], [-4.58846, 2.67738, -0.04539], [-5.89368, 2.20704, -0.07704], [-5.79706, 0.79776, -0.16823], [-4.43943, 0.50871, -0.18217], [-3.79845, -0.83973, -0.27783], [-3.69803, 1.65086, -0.11101], [-4.97466, 4.78186, 0.09305], [-3.53055, 4.37811, -0.83736], [-3.51033, 4.26994, 0.93472], [-6.79515, 2.80365, -0.03965], [-6.60809, 0.08325, -0.21514], [-4.57306, -1.60843, -0.34323], [-3.18104, -1.11612, 0.58718], [-3.17006, -0.96867, -1.16999], [0.44297, -6.21379, -0.83500], [-0.40017, -5.03053, -0.95785], [-0.09707, -4.01027, -0.04946], [-0.23256, -2.77018, -0.67587], [-0.19397, -1.69556, -0.09525], [-0.47494, -3.07832, -2.06561], [-0.54345, -4.41956, -2.19021], [-0.72916, -5.25070, -3.41024], [-0.32015, -4.22897, 1.33245], [0.43664, -3.51814, 2.25643], [0.21940, -3.70995, 3.61167], [-0.73656, -4.61821, 4.04557], [-1.49068, -5.32326, 3.11868], [-1.29403, -5.12502, 1.76153], [0.38216, -6.59025, 0.18311], [1.48856, -5.99186, -1.07140], [0.06848, -6.97788, -1.51113], [-0.61809, -2.32930, -2.82612], [-0.97992, -4.61386, -4.25455], [-1.52998, -5.97668, -3.26682], [0.18340, -5.79826, -3.65504], [1.17524, -2.81159, 1.90132], [0.80245, -3.15326, 4.33323], [-0.89820, -4.77236, 5.10452], [-2.24743, -6.01945, 3.45606], [-1.89227, -5.64541, 1.02485]]}